{"formula": "C21H24IN5S4Sr", "method": "ωB97M-V with the def2-TZVPD basis set", "elements": ["Sr", "C", "C", "N", "C", "C", "C", "C", "C", "C", "C", "N", "C", "C", "N", "N", "H", "H", "H", "H", "H", "H", "H", "H", "H", "H", "H", "H", "H", "H", "H", "H", "H", "H", "S", "S", "S", "S", "I", "C", "H", "H", "N", "C", "C", "C", "C", "C", "C", "C", "C", "C", "H", "H", "H", "H"], "positions_angstrom": [[0.43486, 0.43109, 0.24882], [-3.91740, -0.94198, -1.57033], [-3.00879, -1.11776, -2.79450], [-1.59503, -1.33538, -2.59520], [-1.16639, -2.51255, -1.88671], [-1.54326, -2.63737, -0.41640], [-1.94815, -3.84673, 0.12923], [-2.27103, -3.89658, 1.47633], [-2.21706, -2.73962, 2.22992], [-1.80342, -1.56670, 1.60996], [-1.69346, -0.28213, 2.40287], [-1.91741, 0.91900, 1.63422], [-3.30778, 1.26876, 1.42620], [-4.08027, 0.29206, 0.54665], [-3.49482, 0.14219, -0.74552], [-1.45701, -1.52949, 0.32305], [-4.95534, -0.84716, -1.95211], [-3.90501, -1.85655, -0.96222], [-3.41197, -1.95322, -3.38296], [-3.10172, -0.22337, -3.41844], [-1.09157, -0.49568, -2.33756], [-1.56106, -3.39465, -2.40591], [-0.07476, -2.55969, -1.96071], [-2.00494, -4.72907, -0.49610], [-2.57593, -4.83147, 1.93241], [-2.47788, -2.74143, 3.27978], [-2.35985, -0.36378, 3.27648], [-0.67227, -0.23827, 2.81374], [-1.38754, 1.67693, 2.05965], [-3.85042, 1.34059, 2.38481], [-3.32809, 2.25832, 0.96198], [-4.10442, -0.69514, 1.02793], [-5.13283, 0.63929, 0.53046], [-3.22683, 0.99669, -1.21293], [2.08848, -1.70760, 1.58946], [2.72361, -0.98118, 3.42100], [1.30541, 0.29083, 4.13310], [1.12353, 1.89275, 2.82856], [-1.16155, 2.69418, -1.96017], [0.41960, 3.56939, -0.58725], [0.04111, 3.22166, 0.39112], [1.26134, 2.90687, -0.85796], [5.20220, -2.88173, -8.75818], [4.70374, -2.48181, -7.79903], [4.08358, -1.98318, -6.60805], [2.81891, -1.39092, -6.66583], [2.22387, -0.91017, -5.51904], [2.86602, -1.00150, -4.27031], [4.13762, -1.60317, -4.23139], [4.73670, -2.08400, -5.37627], [2.24848, -0.50869, -3.09358], [1.72749, -0.07018, -2.07046], [2.31129, -1.31157, -7.61900], [1.24549, -0.45071, -5.55767], [4.63745, -1.68092, -3.27542], [5.71599, -2.54348, -5.32862]], "forces_ev_per_a": [[0.4, 0.3, -0.2], [0.0, 0.0, 0.0], [0.0, 0.0, 0.0], [-0.1, 0.0, 0.0], [0.0, -0.1, 0.0], [0.0, 0.2, 0.0], [0.0, 0.0, 0.0], [0.0, -0.1, 0.0], [0.0, -0.1, -0.1], [-0.1, 0.1, 0.0], [0.1, -0.3, 0.2], [0.1, -0.1, -0.2], [0.0, 0.2, 0.0], [-0.1, 0.0, 0.0], [0.0, 0.0, 0.0], [0.4, -0.2, 0.2], [0.0, 0.0, 0.0], [0.0, 0.0, 0.0], [0.0, 0.0, 0.0], [0.0, 0.0, 0.0], [0.0, 0.0, 0.0], [0.0, 0.0, 0.0], [0.0, 0.0, 0.0], [0.0, 0.0, 0.0], [0.0, 0.0, 0.0], [0.0, 0.0, 0.0], [0.0, 0.0, 0.0], [-0.1, 0.0, 0.0], [-0.1, 0.0, 0.1], [0.0, 0.0, 0.0], [0.0, 0.0, 0.0], [0.0, 0.0, 0.0], [0.0, 0.0, 0.0], [0.0, 0.0, 0.0], [-0.2, -0.1, 0.0], [0.3, 0.0, -0.2], [-0.2, 0.1, 0.2], [0.0, 0.0, 0.0], [0.0, 0.1, 0.0], [0.0, -0.1, 0.0], [0.0, 0.0, 0.0], [0.0, 0.0, 0.0], [0.0, 0.0, 0.0], [0.0, 0.0, 0.0], [0.0, 0.0, 0.0], [0.0, 0.0, 0.0], [0.0, 0.0, 0.0], [0.0, 0.0, 0.0], [0.0, 0.0, 0.0], [0.0, 0.0, 0.0], [0.0, 0.0, 0.0], [-0.2, -0.2, 0.0], [0.0, 0.0, 0.0], [0.0, 0.0, 0.0], [0.0, 0.0, 0.0], [0.0, 0.0, 0.0]], "orbital_gap_ev": 5.47, "max_force_ev_per_a": 0.522, "e_homo_ev": -1.27, "multiplicity": 1, "charge": -2, "de_lowest_kcal_mol": 0.00}



{"formula": "C21H24N10O4PdSe2", "method": "ωB97M-V with the def2-TZVPD basis set", "elements": ["Pd", "N", "C", "N", "N", "N", "N", "C", "N", "N", "N", "N", "H", "O", "C", "C", "C", "O", "C", "Se", "C", "Se", "H", "H", "H", "H", "H", "H", "H", "H", "H", "H", "C", "O", "C", "C", "C", "C", "C", "C", "N", "C", "C", "C", "C", "C", "C", "C", "O", "H", "H", "H", "H", "H", "H", "H", "H", "H", "H", "H", "H", "H"], "positions_angstrom": [[1.40523, 1.78800, -0.33683], [1.16982, -1.38660, 0.91227], [1.76004, -1.20141, -0.31522], [2.11609, -2.19267, -1.11959], [2.72380, -1.58942, -2.15695], [2.74508, -0.31463, -1.98977], [2.14812, -0.02373, -0.81730], [0.86503, -0.33442, 1.74420], [0.40088, -0.46960, 2.98039], [0.35388, 0.77954, 3.47657], [0.77649, 1.61893, 2.59983], [1.11878, 0.94749, 1.48314], [0.62040, -2.22756, 1.01718], [4.33780, 6.69683, 0.74573], [4.16472, 6.07669, -0.53394], [3.31864, 4.79608, -0.43753], [4.19674, 3.65598, 0.13238], [5.20218, 4.09881, 1.04648], [2.85441, 4.49695, -1.87362], [2.44242, 2.59884, -2.30696], [2.12090, 5.08384, 0.47640], [0.52751, 3.93557, 0.21100], [5.09595, 7.28142, 0.69778], [5.13568, 5.81735, -0.96857], [3.65611, 6.78230, -1.20474], [4.73167, 3.16707, -0.68155], [3.55133, 2.90878, 0.60691], [4.77408, 4.65101, 1.70892], [3.64073, 4.76629, -2.58481], [1.96800, 5.09333, -2.09270], [1.77530, 6.10893, 0.32960], [2.39641, 4.97536, 1.52707], [-2.19723, -4.13367, 2.30236], [-1.93926, -3.86023, 0.93507], [-2.56839, -4.64195, 0.03289], [-3.22719, -5.80445, 0.39003], [-3.82814, -6.62545, -0.56380], [-3.75354, -6.27764, -1.89815], [-3.08433, -5.12440, -2.27251], [-2.48932, -4.26530, -1.33650], [-1.81200, -3.16586, -1.83138], [-1.52369, -1.89078, -1.34617], [-2.25251, -1.07808, -0.48304], [-3.49341, -1.42621, 0.10231], [-4.20972, -0.53553, 0.87583], [-3.69298, 0.73792, 1.13146], [-2.48531, 1.12774, 0.57960], [-1.73556, 0.28575, -0.27898], [-0.71174, 0.71384, -0.92107], [-3.27358, -4.12991, 2.50162], [-1.72418, -3.33478, 2.86995], [-1.77657, -5.10323, 2.59659], [-3.25448, -6.10860, 1.42775], [-4.33434, -7.53097, -0.25352], [-4.22590, -6.89584, -2.65277], [-3.01000, -4.85464, -3.31990], [-1.43229, -3.32774, -2.74938], [-0.65737, -1.44508, -1.81399], [-3.89939, -2.41292, -0.09959], [-5.17528, -0.82436, 1.27894], [-4.25391, 1.43517, 1.74563], [-2.07262, 2.11183, 0.77495]], "forces_ev_per_a": [[0.4, 0.7, 0.6], [-0.3, -0.1, -0.1], [0.4, 0.1, -0.4], [-0.2, -0.1, 0.4], [0.0, 0.2, -0.1], [0.1, -0.2, -0.1], [-0.1, -0.6, -0.3], [0.1, 0.3, 0.6], [0.0, -0.4, 0.0], [0.0, -0.1, -0.2], [0.0, 0.4, 0.2], [-0.5, -0.3, 0.3], [0.0, 0.1, 0.0], [-0.2, 0.1, 0.1], [-0.1, 0.0, -0.1], [0.4, 0.0, 0.1], [-0.1, 0.0, 0.0], [0.0, 0.0, 0.1], [-0.3, -0.5, 0.0], [0.4, 0.9, -0.7], [-0.3, -0.1, -0.2], [0.7, -0.4, 0.0], [0.1, 0.0, 0.0], [0.0, 0.0, 0.0], [0.0, 0.0, 0.0], [-0.1, 0.0, 0.0], [0.1, 0.0, -0.1], [0.1, 0.0, 0.0], [0.0, 0.0, 0.0], [0.0, 0.2, 0.0], [0.0, 0.0, 0.0], [-0.1, 0.0, 0.0], [0.1, 0.2, -0.1], [0.2, 0.1, 0.3], [0.0, 0.0, -0.3], [-0.2, -0.2, 0.0], [-0.1, -0.1, 0.0], [0.0, -0.1, 0.0], [0.1, 0.0, 0.2], [0.0, 0.1, -0.1], [0.0, -0.2, 0.2], [0.3, 0.3, 0.2], [-0.1, 0.0, 0.0], [0.0, -0.1, -0.1], [-0.2, -0.1, 0.1], [0.1, 0.1, 0.0], [0.0, -0.1, 0.2], [0.4, 0.3, -0.7], [-0.9, -0.7, 0.3], [0.0, 0.0, 0.0], [0.0, 0.0, -0.1], [0.0, 0.1, 0.0], [0.0, 0.1, -0.1], [0.0, 0.0, 0.0], [0.1, 0.0, 0.0], [-0.1, 0.1, 0.0], [0.0, 0.0, 0.0], [0.0, 0.0, 0.0], [-0.1, 0.1, 0.0], [0.0, 0.0, 0.0], [0.0, 0.0, 0.1], [0.0, 0.0, 0.0]], "orbital_gap_ev": [3.69, 4.27], "max_force_ev_per_a": 1.183, "e_homo_ev": [0.20, -1.36], "multiplicity": 3, "s_squared": 2.040, "charge": -2, "de_lowest_kcal_mol": 33.84}



{"formula": "C21H24N3O2RuS2", "method": "ωB97M-V with the def2-TZVPD basis set", "elements": ["Ru", "O", "C", "N", "C", "O", "C", "C", "C", "C", "C", "N", "C", "C", "C", "C", "C", "N", "H", "H", "H", "H", "H", "H", "H", "H", "C", "C", "S", "C", "C", "S", "H", "H", "H", "H", "H", "H", "C", "C", "C", "C", "C", "H", "H", "H", "H", "H", "H", "H", "H", "H", "H"], "positions_angstrom": [[-0.00500, 0.18010, -1.25670], [3.08100, -1.63780, 0.18690], [1.85730, -1.48180, 0.18020], [1.20110, -0.29260, 0.30640], [1.67390, 0.74350, 1.07370], [2.39340, 0.59780, 2.08170], [1.15500, 2.04530, 0.69360], [1.55710, 3.19520, 1.38650], [1.09340, 4.43320, 1.03810], [0.19000, 4.51420, -0.05980], [-0.17730, 3.35370, -0.69550], [0.25800, 2.14000, -0.36450], [0.93890, -2.64350, 0.19280], [1.42740, -3.83100, 0.69710], [0.58170, -4.81560, 1.21090], [-0.78640, -4.48430, 1.32700], [-1.25410, -3.33400, 0.77150], [-0.44840, -2.47390, 0.04670], [2.23740, 3.04320, 2.21230], [1.38520, 5.33480, 1.56870], [-0.21790, 5.46480, -0.37800], [-0.88580, 3.38950, -1.52000], [2.50190, -3.93360, 0.76720], [0.97660, -5.73040, 1.63080], [-1.45790, -5.13100, 1.88150], [-2.29180, -3.02750, 0.85750], [2.31390, 2.52950, -4.56660], [1.29820, 1.68570, -3.83920], [1.98750, 0.41750, -2.86790], [-0.02480, 1.94180, -3.95850], [-0.52960, 3.01490, -4.88790], [-1.27760, 1.10450, -3.06150], [3.31120, 2.18050, -4.31120], [2.21730, 3.56990, -4.25240], [2.18260, 2.48560, -5.65100], [-0.14000, 2.88120, -5.90110], [-0.22420, 4.00600, -4.54010], [-1.61490, 2.96800, -4.91510], [-0.07820, -2.38860, -3.32330], [-1.23210, -2.58710, -2.32990], [-1.33950, -4.08950, -2.03370], [-2.54030, -2.15320, -3.00340], [-1.02000, -1.70980, -1.04930], [-0.11140, -3.14670, -4.10900], [0.88220, -2.44900, -2.81290], [-0.15630, -1.40650, -3.79080], [-1.54630, -4.62510, -2.96130], [-2.14740, -4.30290, -1.33800], [-0.41530, -4.46930, -1.61010], [-2.62380, -2.61290, -3.98850], [-2.55890, -1.07100, -3.11910], [-3.40470, -2.45590, -2.41040], [-2.03830, -1.41340, -0.69880]], "forces_ev_per_a": [[-0.4, 0.7, -0.9], [-0.7, 0.1, -0.2], [0.9, -0.4, 0.5], [0.3, 1.8, 0.6], [0.7, -3.1, 0.6], [-0.3, 0.7, -0.6], [-1.5, 2.3, -1.3], [0.1, -0.9, 0.3], [-1.1, 0.6, -1.3], [0.9, 0.1, 1.4], [-0.7, 0.1, -0.5], [2.6, -1.1, 0.7], [0.0, -0.2, 0.0], [-0.1, -0.2, 0.0], [0.3, 0.0, -0.1], [-0.3, 0.1, 0.1], [0.1, 0.0, 0.2], [0.1, -0.8, 0.6], [0.1, 0.0, 0.0], [0.1, -0.1, 0.0], [0.0, 0.0, -0.1], [0.2, -0.2, 0.0], [0.0, 0.1, 0.0], [0.0, 0.0, 0.0], [-0.1, 0.1, 0.0], [0.0, -0.1, -0.1], [-0.2, -0.1, 0.0], [-0.4, 0.2, -0.2], [-1.3, 0.0, 1.7], [0.4, -0.1, 0.1], [0.2, -0.1, 0.0], [-0.1, -0.1, 0.1], [0.1, 0.1, -0.1], [0.1, 0.2, -0.1], [0.1, 0.1, -0.1], [0.0, 0.1, -0.1], [0.0, 0.2, 0.0], [-0.1, 0.1, -0.1], [-0.3, 0.1, 0.1], [-0.1, -0.1, -0.2], [-0.1, 0.2, -0.1], [0.2, 0.1, 0.2], [0.0, 0.4, -0.8], [0.0, -0.2, -0.1], [0.1, 0.0, 0.0], [0.2, 0.0, 0.1], [0.0, -0.1, -0.1], [-0.1, -0.1, 0.1], [0.2, -0.2, 0.1], [0.0, 0.0, -0.2], [0.0, 0.0, -0.1], [-0.1, -0.1, 0.1], [0.3, 0.0, 0.0]], "orbital_gap_ev": [4.62, 4.65], "max_force_ev_per_a": 3.257, "e_homo_ev": [0.34, 0.32], "multiplicity": 2, "s_squared": 0.772, "charge": -2, "de_lowest_kcal_mol": 53.58}